[1]
{
  "formula": "C6H6N3O",
  "method": "the ωB97M-V functional and the def2-TZVPD basis",
  "e_lumo_ev": [-5.819, -7.986],
  "e_homo_ev": [-10.922, -13.681],
  "total_charge": 1,
  "s_squared": 2.02,
  "gap_ev": [5.1, 5.7],
  "multiplicity": 3,
  "species": ["C", "C", "C", "C", "C", "C", "N", "N", "N", "O", "H", "H", "H", "H", "H", "H"],
  "positions_angstrom": [[1.417649, -2.303885, -0.029755], [1.992398, -1.213476, -0.115419], [0.073129, -2.535470, 0.019939], [-0.541693, -1.352686, 0.071335], [1.398167, 0.046460, -0.169003], [-2.041338, 1.120567, -0.084550], [2.768302, 2.059689, -0.303190], [1.955037, 1.421449, 0.277910], [0.065249, -0.114001, -0.020409], [-0.629551, 1.000791, 0.011464], [-0.598912, -3.344870, 0.275747], [-1.582051, -1.295638, 0.062635], [-2.293025, 2.308762, -0.245010], [-2.648305, 0.829372, 0.826760], [-2.536120, 0.588959, -0.824988], [3.201059, 2.783982, 0.246533]],
  "atomic_forces_ev_per_a": [[-0.9733, -5.7872, -1.0741], [4.1890, 6.8069, -0.0410], [-0.1778, -0.2962, 1.4253], [-0.6686, 3.2261, -0.5558], [0.4078, -1.1388, 1.1828], [-2.0246, 3.1517, 2.0290], [-0.3560, -1.6216, -0.0786], [-0.6723, -2.1591, -0.9781], [-0.5952, -2.0138, 0.0037], [-0.8627, 2.9806, -0.0548], [0.7553, -0.7170, -0.3666], [-1.6054, 0.3053, 0.2764], [1.1115, -3.1447, 0.3348], [1.3677, 0.2889, -0.3564], [-0.1606, -1.0563, -2.1088], [0.2653, 1.1753, 0.3622]],
  "lowdin_spin": [0.50, 0.41, 0.11, 0.04, 0.11, 0.00, 0.35, 0.39, 0.02, 0.01, 0.01, 0.00, 0.00, 0.00, 0.00, 0.04]
}

***

[2]
{
  "formula": "C6H6N5O",
  "method": "the ωB97M-V functional and the def2-TZVPD basis",
  "smiles": "O=c1ccn(-[n+]2ccn[nH]2)cn1",
  "e_lumo_ev": -5.246,
  "e_homo_ev": -13.590,
  "total_charge": 1,
  "gap_ev": 8.3,
  "multiplicity": 1,
  "species": ["O", "C", "C", "C", "N", "N", "C", "C", "N", "N", "C", "N", "H", "H", "H", "H", "H", "H"],
  "positions_angstrom": [[-4.622520, -0.204034, 0.569767], [-3.482656, -0.045855, 0.227427], [-2.597631, -1.055102, -0.327810], [-1.329181, -0.763811, -0.545540], [-0.765237, 0.428941, -0.205468], [0.541714, 0.382363, 0.038745], [1.606819, 0.614346, -0.766682], [2.756729, 0.175310, -0.157334], [2.345507, -0.296373, 1.015666], [1.076502, -0.185551, 1.147287], [-1.625873, 1.405550, 0.341471], [-2.809653, 1.165963, 0.514115], [-2.921610, -2.001658, -0.725416], [-0.513790, -1.527850, -0.955364], [1.632746, 0.988626, -1.832731], [3.814789, 0.267383, -0.488106], [0.511139, -0.490434, 1.952688], [-1.239750, 2.282977, 0.669969]],
  "atomic_forces_ev_per_a": [[0.3764, 0.0071, -0.4664], [-0.3920, -0.2239, 0.9322], [-0.1680, -0.5718, -1.2248], [2.3389, -3.2281, -1.0980], [-0.5769, 0.9984, -0.0974], [2.5844, 0.6443, -0.5153], [-0.0939, 0.7413, -2.9541], [-0.6191, 0.4520, 0.4554], [1.0441, -0.9362, 2.1778], [0.2684, 0.0370, -0.5413], [0.9484, -2.1728, -0.4939], [-3.1616, 0.5775, 0.4071], [-0.4767, -0.1621, 0.3354], [-2.1526, 1.5893, 0.7450], [-0.9912, -0.2274, 1.5765], [-1.1216, -0.3645, 0.5047], [0.4523, 0.1345, -0.3900], [1.7406, 2.7055, 0.6470]],
  "nbo_charge": [-0.45, 0.59, -0.31, 0.00, -0.27, 0.03, 0.04, -0.07, -0.08, -0.10, 0.28, -0.42, 0.27, 0.23, 0.29, 0.29, 0.47, 0.20]
}

***

[3]
{
  "formula": "C6H6NO3",
  "method": "the ωB97M-V functional and the def2-TZVPD basis",
  "smiles": "O=C1N=C([O-])O[C@@H]1C1CC1",
  "e_lumo_ev": 3.749,
  "e_homo_ev": -4.499,
  "total_charge": -1,
  "gap_ev": 8.2,
  "multiplicity": 1,
  "species": ["O", "C", "N", "C", "O", "O", "C", "C", "C", "C", "H", "H", "H", "H", "H", "H"],
  "positions_angstrom": [[0.294771, 1.403597, 1.994449], [-0.345968, 0.407795, 1.733357], [-0.828884, -0.566362, 2.464352], [-1.542830, -1.432997, 1.738009], [-2.143744, -2.409029, 2.121982], [-1.581456, -1.111533, 0.368219], [-0.818936, 0.034012, 0.123636], [0.361453, -0.255386, -0.765697], [0.696488, 0.585273, -1.966172], [1.577613, 0.623882, -0.754101], [-1.450443, 0.848747, -0.248422], [0.529244, -1.321612, -0.858873], [0.090268, 1.456626, -2.175350], [1.061375, 0.086415, -2.852641], [2.552034, 0.156593, -0.802357], [1.549014, 1.493979, -0.120392]],
  "atomic_forces_ev_per_a": [[0.3610, 0.4627, 0.3036], [-0.7536, -0.3614, -3.1442], [0.2175, -0.0158, 1.3174], [-0.2175, -0.1177, -0.2194], [-0.1371, -0.2290, -0.2376], [-0.3150, -0.4320, -0.2314], [0.7582, 0.8669, 2.4220], [-0.0222, -0.0079, -0.0294], [0.0153, -0.0431, -0.2069], [0.1719, -0.0384, 0.0474], [0.0626, -0.0611, -0.0383], [0.0795, 0.0024, -0.0434], [-0.1173, 0.0117, 0.0891], [0.0366, -0.0514, -0.0688], [-0.0058, -0.0890, -0.0599], [-0.1340, 0.1033, 0.0997]],
  "nbo_charge": [-0.69, 0.67, -0.71, 0.85, -0.66, -0.55, -0.03, -0.25, -0.43, -0.42, 0.17, 0.22, 0.20, 0.20, 0.20, 0.24]
}

***

[4]
{
  "formula": "C6H6NO3P",
  "method": "the ωB97M-V functional and the def2-TZVPD basis",
  "smiles": "C#CCN(CC#C)P(=O)([O-])[O-]",
  "e_lumo_ev": 5.991,
  "e_homo_ev": 0.201,
  "total_charge": -2,
  "gap_ev": 5.8,
  "multiplicity": 1,
  "species": ["C", "C", "C", "N", "C", "C", "C", "P", "O", "O", "O", "H", "H", "H", "H", "H", "H"],
  "positions_angstrom": [[-2.537491, 1.583398, 0.050299], [-2.073752, 0.515674, 0.142405], [-1.213648, -0.658357, 0.155949], [0.106040, -0.363160, -0.332189], [1.050439, 0.212735, 0.589342], [1.283262, 1.632668, 0.385845], [1.225262, 2.780221, 0.008932], [0.914284, -2.048534, -0.759180], [-0.175608, -2.702144, -1.650950], [1.054494, -2.591464, 0.620991], [2.251585, -1.699955, -1.423622], [-2.888833, 2.588494, -0.125502], [-1.520871, -1.419729, -0.477764], [-1.185614, -1.196684, 1.042831], [0.649047, -0.002477, 1.618793], [2.034328, -0.300663, 0.590842], [1.027077, 3.669977, -0.437023]],
  "atomic_forces_ev_per_a": [[-2.2117, 4.5498, -0.4859], [1.9272, -3.4092, 0.3805], [0.9650, 1.5099, -0.5880], [1.6789, -1.0621, -1.5326], [-0.0802, -0.8126, 1.9773], [-0.9232, 1.1067, -0.6360], [0.5159, -2.2721, 1.1042], [-0.5504, 0.3825, -2.5216], [0.9925, 0.6891, 0.8637], [-0.0295, -0.8871, 1.5974], [-0.9709, 0.0753, 0.2520], [0.1165, -0.6727, 0.2183], [-1.1931, -1.2512, -1.8013], [-0.0302, -0.5970, 2.6234], [0.5429, 0.5683, -0.2778], [-0.5857, 0.0452, -0.3844], [-0.1640, 2.0373, -0.7893]],
  "nbo_charge": [-0.38, 0.09, -0.37, -0.72, -0.35, 0.11, -0.39, 2.44, -1.25, -1.27, -1.24, 0.21, 0.28, 0.20, 0.18, 0.27, 0.19]
}

***

[5]
{
  "formula": "C6H6NO3S",
  "method": "the ωB97M-V functional and the def2-TZVPD basis",
  "smiles": "C/C=C/C(=O)NC(=S)C(=O)[O-]",
  "e_lumo_ev": 3.130,
  "e_homo_ev": -4.383,
  "total_charge": -1,
  "gap_ev": 7.5,
  "multiplicity": 1,
  "species": ["C", "C", "C", "C", "O", "N", "C", "S", "C", "O", "O", "H", "H", "H", "H", "H", "H"],
  "positions_angstrom": [[1.553108, 0.468649, 0.778302], [0.435639, -0.490736, 0.472406], [-0.780073, 0.052924, 0.306423], [-1.927724, -0.934633, 0.004751], [-1.510043, -2.064805, -0.130805], [-3.355992, -0.829782, -0.067092], [-4.643552, -0.168193, -0.157455], [-5.960243, -0.935767, 0.334810], [-4.594335, 1.365522, -0.581753], [-4.903815, 1.604321, -1.738920], [-4.150158, 2.020654, 0.373665], [1.168713, 0.806053, 1.795557], [1.628960, 1.325044, 0.154988], [2.504227, 0.025451, 0.924854], [0.678266, -1.559955, 0.245932], [-0.955404, 1.197876, 0.485764], [-3.538296, -1.773525, 0.089268]],
  "atomic_forces_ev_per_a": [[-1.6399, -0.2275, 2.7387], [0.1059, 0.4040, -1.6632], [-1.6528, 1.2485, 0.3461], [0.5675, 1.1297, -0.2490], [-0.5241, -0.9792, -0.1019], [0.0498, 0.8984, 0.1528], [2.8689, 1.9324, 0.0040], [-0.8099, -0.8055, 0.1001], [0.7687, -1.6187, 0.7075], [-0.3028, 0.4695, -0.5295], [-0.0305, 0.5001, -0.0582], [1.1678, 0.2200, -0.9355], [-0.0896, 0.6057, -0.7181], [0.8988, -0.5241, 0.0206], [-0.6318, 1.1320, 0.4865], [0.1693, -2.4003, -0.4249], [-0.9153, -1.9849, 0.1240]],
  "nbo_charge": [-0.66, -0.13, -0.31, 0.68, -0.63, -0.65, 0.02, -0.12, 0.73, -0.71, -0.74, 0.22, 0.22, 0.20, 0.24, 0.23, 0.39]
}

***

[6]
{
  "formula": "C6H6NO3S",
  "method": "the ωB97M-V functional and the def2-TZVPD basis",
  "e_lumo_ev": [3.715, 0.777],
  "e_homo_ev": [-1.872, -5.418],
  "total_charge": -1,
  "s_squared": 2.02,
  "gap_ev": [5.6, 6.2],
  "multiplicity": 3,
  "species": ["C", "C", "C", "C", "C", "C", "N", "O", "O", "O", "S", "H", "H", "H", "H", "H", "H"],
  "positions_angstrom": [[-0.659719, -1.798259, -0.280374], [0.787232, -1.557869, -0.507595], [-1.230154, -0.608909, 0.379608], [-0.954102, 0.810007, 0.179812], [0.554885, 0.777615, 0.498285], [1.276896, -0.425763, -0.001749], [-1.007876, -1.540206, 1.206219], [3.043288, 0.949986, -0.953667], [3.281336, 0.438081, 1.386039], [3.779307, -1.275004, -0.360726], [3.039877, -0.094287, 0.040212], [-1.392620, -2.440256, -0.824458], [1.257373, -2.423148, -0.901745], [-1.331987, 1.153451, -0.903521], [-1.335596, 1.607125, 0.757532], [1.045614, 1.557894, 0.072427], [0.841288, 0.962136, 1.476774]],
  "atomic_forces_ev_per_a": [[2.1501, -0.8137, -0.5617], [-3.7120, -1.5252, 0.1085], [-5.7281, 3.1987, 0.3920], [1.8470, -0.1746, -2.5290], [-1.0441, -1.1576, -2.1241], [1.9612, 0.6399, 0.3692], [0.0417, -1.7865, 1.1351], [0.4056, 0.9673, -1.1169], [-0.0151, -0.8374, -0.4097], [-0.2406, -0.2483, 0.4733], [0.1028, 0.3283, 0.5200], [1.3430, 0.0605, 0.2992], [1.3038, -0.0129, -0.6564], [1.5400, -0.9612, 1.9420], [-1.3011, 0.0504, 1.3855], [1.5615, 2.5243, -1.7192], [-0.2156, -0.2520, 2.4924]],
  "lowdin_spin": [0.30, 0.07, 0.55, 0.10, 0.07, 0.22, 0.58, 0.04, 0.01, 0.00, 0.00, 0.01, 0.01, 0.01, 0.01, 0.01, 0.01]
}

***

[7]
{
  "formula": "C6H6NS",
  "method": "the ωB97M-V functional and the def2-TZVPD basis",
  "e_lumo_ev": -6.517,
  "e_homo_ev": -14.788,
  "total_charge": 1,
  "gap_ev": 8.3,
  "multiplicity": 1,
  "species": ["C", "C", "C", "C", "C", "C", "N", "S", "H", "H", "H", "H", "H", "H"],
  "positions_angstrom": [[-1.162358, -1.529318, -0.020675], [-0.187145, -0.688923, 0.195132], [-1.313173, 1.364400, 0.347209], [-2.426459, 0.571375, 0.049718], [1.712095, 0.692192, -0.477487], [1.138071, -0.313853, 0.503388], [-2.540665, 1.895539, 0.109658], [-2.912638, -0.936000, -0.326440], [-0.939001, -2.557873, -0.029570], [1.435585, 0.468770, -1.442854], [2.880799, 0.690547, -0.481469], [1.379234, 1.785554, -0.216463], [1.258348, -0.096640, 1.533732], [1.677309, -1.345768, 0.256120]],
  "atomic_forces_ev_per_a": [[-1.0509, 2.4609, -0.1988], [-0.9190, -0.6343, 0.4353], [-0.2083, -1.2578, -0.2914], [-0.2443, 2.2923, -0.1670], [2.7140, 2.8184, 2.2191], [1.1256, -1.4904, -1.6223], [0.2255, -0.6609, 0.1976], [1.3148, -1.3194, 0.3601], [0.1969, -1.2826, -0.1826], [-0.7879, -0.4285, -2.2218], [-2.1626, -0.0610, 0.2968], [0.4669, -2.1511, -0.3953], [0.2551, 0.2256, 0.9915], [-0.9259, 1.4889, 0.5788]],
  "nbo_charge": [-0.44, 0.44, 0.16, -0.11, -0.60, -0.55, -0.18, 0.61, 0.32, 0.22, 0.26, 0.26, 0.28, 0.34]
}

***

[8]
{
  "formula": "C6H6NS",
  "method": "the ωB97M-V functional and the def2-TZVPD basis",
  "e_lumo_ev": -4.748,
  "e_homo_ev": -14.393,
  "total_charge": 1,
  "gap_ev": 9.6,
  "multiplicity": 1,
  "species": ["C", "C", "C", "C", "C", "C", "N", "S", "H", "H", "H", "H", "H", "H"],
  "positions_angstrom": [[2.955356, -1.622221, 0.469540], [2.087976, -0.846009, 0.152739], [-1.121725, 1.305904, 0.072719], [-2.450876, 0.942237, 0.069901], [-1.008967, -1.027641, -0.051417], [1.074174, 0.355043, -0.199000], [-0.351988, 0.098294, -0.002860], [-2.717821, -0.785285, 0.084603], [3.559318, -2.449534, 0.460554], [-0.657125, 2.253486, 0.354784], [-3.184763, 1.742223, 0.100980], [-0.543993, -1.834648, -0.581093], [1.100685, 0.618280, -1.272381], [1.259755, 1.249868, 0.340927]],
  "atomic_forces_ev_per_a": [[-2.2281, 1.6042, -1.0021], [-1.8888, 2.6097, -0.2764], [-1.3591, -3.0474, 0.7520], [1.2171, 0.9303, 0.2828], [-1.0310, 1.0785, -0.8132], [2.0057, -3.0342, -0.9939], [-0.2850, 2.0008, 0.6441], [1.2322, 1.1152, -0.5865], [1.4138, -1.3472, 0.4460], [-0.2140, -0.3722, -0.5664], [-0.4499, -0.6987, 0.2448], [0.1455, -0.9911, 0.7550], [0.7406, -0.3004, 0.4080], [0.7011, 0.4528, 0.7058]],
  "nbo_charge": [-0.12, -0.09, -0.04, -0.36, -0.06, -0.24, -0.27, 0.60, 0.25, 0.27, 0.29, 0.28, 0.26, 0.25]
}

***

[9]
{
  "formula": "C6H6O",
  "method": "the ωB97M-V functional and the def2-TZVPD basis",
  "e_lumo_ev": 0.712,
  "e_homo_ev": -7.084,
  "gap_ev": 7.8,
  "multiplicity": 1,
  "species": ["C", "C", "C", "C", "C", "C", "O", "H", "H", "H", "H", "H", "H"],
  "positions_angstrom": [[1.025163, -0.912767, -0.521507], [-3.054827, -1.146117, -0.371835], [1.414328, -0.680049, 0.744296], [0.662814, 0.554712, 0.951216], [0.156994, 0.344375, -0.536303], [-1.318946, 0.546403, -0.556981], [-2.196853, -0.389074, -0.409830], [2.187777, -1.228504, 1.190713], [1.125675, -1.734667, -1.211750], [-0.164756, 0.455674, 1.524199], [1.175240, 1.534784, 1.049439], [0.648384, 1.131956, -1.273295], [-1.660993, 1.523276, -0.578363]],
  "atomic_forces_ev_per_a": [[-1.6454, 0.2962, 1.0474], [-2.2277, -2.1935, 0.3736], [0.9747, -1.1810, -2.1774], [2.2450, 1.7641, -2.4855], [0.8109, 1.7421, -0.6841], [2.4294, 0.0412, -1.3854], [0.8851, 0.6309, -0.2558], [0.8096, -0.4770, 1.4233], [0.2768, 0.0200, -0.1506], [-2.2675, 0.0056, 2.3417], [-0.0941, -0.7023, 0.4741], [-1.1061, -1.3275, 1.4566], [-1.0906, 1.3811, 0.0223]],
  "nbo_charge": [-0.19, 0.34, -0.17, -0.42, -0.26, -0.17, -0.34, 0.20, 0.21, 0.21, 0.21, 0.21, 0.19]
}

***

[10]
{
  "formula": "C6H6O",
  "method": "the ωB97M-V functional and the def2-TZVPD basis",
  "smiles": "C#C[C@@]12CO[C@@H]1C2",
  "e_lumo_ev": 0.879,
  "e_homo_ev": -8.270,
  "gap_ev": 9.1,
  "multiplicity": 1,
  "species": ["C", "C", "C", "C", "O", "C", "C", "H", "H", "H", "H", "H", "H"],
  "positions_angstrom": [[-0.918507, 2.657891, -0.544570], [-0.554504, 1.531180, -0.290293], [-0.069572, 0.194873, -0.053283], [1.353054, -0.203720, -0.360629], [1.427492, -1.287899, 0.586460], [0.135627, -1.159123, 1.052639], [-0.908683, -1.040084, 0.038875], [-1.237157, 3.667185, -0.721905], [2.056603, 0.596667, -0.105089], [1.577407, -0.607551, -1.350954], [-0.043491, -1.737676, 1.967424], [-0.952229, -1.805165, -0.730157], [-1.866040, -0.806576, 0.511482]],
  "atomic_forces_ev_per_a": [[0.1778, -0.5628, 0.2650], [-0.0828, 0.2070, 0.2233], [0.0201, 0.0518, 0.3714], [0.2003, -0.1415, 0.0152], [0.1053, -0.0158, -0.3996], [-0.2114, 0.2206, 0.2899], [-0.0993, -0.2897, -0.2453], [0.1047, -0.3895, 0.0144], [-0.0439, -0.3165, 0.0905], [-0.1980, 0.2741, -0.1565], [0.0510, 1.1037, 0.2831], [-0.1345, 0.1191, -0.5367], [0.1106, -0.2603, -0.2149]],
  "nbo_charge": [-0.22, -0.03, -0.16, -0.07, -0.50, 0.18, -0.46, 0.24, 0.20, 0.19, 0.21, 0.19, 0.23]
}

***

Record order is preserved below.
ΔE to the lowest compared entry with this formula, charge and spin: 6.667 3.143 0.144 2.318 2.317 1.647 4.722 0.519 7.928 4.851 eV